No. 1
Below is a molecular structure, C28H44Br2ClF4KN4O11S, with properties calculated with wB97M-V/def2-TZVPD.

XYZ file:
```
96
Properties=species:S:1:pos:R:3:forces:R:3:lowdin_charge:R:1
C 1.575 0.629 1.025 -0.6 -0.6 -0.1 0.1587
C 0.750 -0.273 1.144 -0.5 -0.6 -2.1 -0.0457
C -0.221 -1.414 0.752 -0.2 -1.1 1.2 -0.0026
C -0.259 -2.635 1.638 -1.7 0.2 -3.7 0.0288
C 0.664 -2.740 2.905 0.0 1.2 2.0 -0.4006
O 0.299 -2.155 3.905 0.3 -1.2 -2.1 0.1357
O 1.879 -3.420 2.960 -1.9 0.9 -2.2 0.1131
C -1.258 -3.719 1.227 0.5 2.4 -1.4 0.1207
C -2.097 -3.526 0.012 2.0 -0.3 3.1 -0.1249
F -3.002 -4.572 -0.256 1.7 2.5 -0.2 0.0369
N -2.019 -2.385 -0.838 1.3 -1.7 1.8 0.0965
C -2.895 -2.366 -2.033 -2.4 1.7 -0.9 -0.1734
F -2.830 -3.625 -2.806 1.3 7.7 3.6 -0.4203
C -4.443 -2.144 -1.707 -0.5 0.9 0.3 -0.1386
C -4.741 -1.645 -0.226 -0.4 -1.4 0.5 -0.0872
C -1.112 -1.330 -0.498 1.5 0.6 1.7 0.0226
C -0.960 0.001 -1.337 -1.5 -0.5 -0.5 -0.1087
C 0.013 -0.148 -2.604 0.4 -0.2 0.8 -0.1758
C 1.177 0.945 -2.516 -0.9 0.5 -0.1 -0.1844
S 2.771 0.074 -2.208 1.7 -2.7 -1.8 0.6921
O 3.372 -0.245 -3.520 -1.0 1.4 2.1 -0.3259
O 2.641 -1.160 -1.400 -0.2 2.7 -0.4 -0.3447
O 3.784 1.163 -1.394 -1.3 -1.6 -0.8 -0.2129
H 2.312 1.460 0.821 -1.3 -1.4 0.8 0.0781
H 2.194 -3.465 2.026 0.0 -0.3 0.8 0.1333
H -1.302 -4.631 1.886 -0.4 1.0 -1.2 0.1369
H -2.627 -1.542 -2.818 0.7 0.0 0.4 0.0865
H -4.830 -1.328 -2.407 0.9 -1.2 0.7 0.1313
H -5.085 -3.059 -1.942 1.1 1.0 0.4 0.1173
H -4.775 -2.582 0.434 0.2 1.3 -0.6 0.0783
H -5.782 -1.189 -0.128 1.6 -0.4 -0.3 0.0710
H -3.962 -0.961 0.218 -1.0 -0.5 -0.7 0.0899
H -2.000 0.208 -1.765 1.4 -0.2 0.4 0.1229
H -0.688 0.898 -0.686 -0.4 -1.7 -0.4 0.0741
H -0.622 -0.051 -3.549 0.8 0.1 1.4 0.0896
H 0.398 -1.215 -2.605 0.0 1.4 -0.1 0.1133
H 0.987 1.740 -1.727 0.3 -1.2 -0.7 0.0966
H 1.176 1.502 -3.512 0.8 -0.9 1.3 0.1323
H 4.551 0.598 -1.143 -0.4 0.4 -0.1 0.0982
O -6.929 0.725 0.657 -0.3 0.0 0.0 -0.0576
H -7.357 1.375 0.087 0.1 0.0 0.0 0.0425
H -7.487 0.700 1.443 0.1 0.0 0.0 0.0439
F -2.238 -0.428 -3.778 -1.1 -0.7 -0.2 -0.5394
K -2.995 -5.389 -3.378 -0.6 -7.4 -2.6 1.0973
C 3.211 5.564 -1.156 0.8 0.3 0.0 -0.1170
C 2.512 4.249 -1.016 -0.2 -0.1 0.6 -0.3287
O 1.205 4.525 -1.477 0.4 0.1 -0.5 0.1084
C 1.346 5.531 -2.391 -0.6 0.7 -0.7 -0.5329
O 0.509 5.842 -3.177 0.3 -0.2 0.4 0.1761
O 2.567 6.129 -2.294 -0.6 -0.5 0.0 0.0753
F 2.439 3.872 0.285 0.0 -0.3 0.0 0.0688
H 3.061 6.215 -0.292 -0.1 -0.3 0.1 0.1266
H 4.281 5.451 -1.327 -0.1 0.1 -0.1 0.0925
H 2.946 3.439 -1.608 0.0 0.0 0.2 0.1471
C 2.645 -8.534 -3.348 0.3 0.2 -0.3 -0.1695
C 2.073 -8.023 -2.041 0.0 -0.2 0.4 -0.1722
C 0.795 -7.347 -2.500 -0.1 0.2 -0.2 -0.2177
O 0.346 -8.055 -3.663 0.1 0.1 0.2 -0.1552
C 1.393 -8.932 -4.106 -0.1 -0.3 -0.1 -0.1974
H 3.349 -9.358 -3.228 -0.1 0.0 0.0 0.1188
H 3.157 -7.720 -3.872 0.0 -0.1 0.0 0.1200
H 1.835 -8.867 -1.386 0.0 0.1 0.0 0.1187
H 2.741 -7.351 -1.501 -0.1 0.0 0.0 0.1174
H 0.978 -6.306 -2.791 0.1 0.0 0.1 0.1170
H 0.014 -7.364 -1.735 0.0 -0.1 0.0 0.1102
H 1.094 -9.958 -3.868 0.1 0.0 -0.1 0.1199
H 1.511 -8.846 -5.187 -0.1 0.1 0.1 0.1200
C -1.961 -1.823 6.670 0.0 0.4 -0.2 -0.6976
O -1.900 -0.718 6.167 -0.1 -0.2 0.0 0.0501
N -1.240 -2.882 6.208 0.4 -0.5 -0.5 0.1443
N -2.757 -2.098 7.742 -0.5 0.0 0.5 0.1389
H -1.278 -3.801 6.610 0.0 0.1 0.1 0.0863
H -0.637 -2.718 5.413 -0.2 0.1 0.4 0.0469
H -3.305 -1.340 8.112 0.1 -0.1 -0.1 0.1044
H -2.822 -3.002 8.172 0.0 0.1 0.0 0.0847
C -1.436 5.721 2.271 -0.4 0.1 -1.9 -0.3349
C -1.425 5.678 0.741 0.0 0.5 0.3 -0.2697
C -2.331 4.588 0.162 0.5 -0.4 0.1 -0.1767
C -1.886 3.242 0.632 -0.2 -0.1 0.0 -0.1773
N -1.540 2.198 0.992 -0.3 0.8 -0.5 0.1578
H -1.058 4.798 2.698 -0.1 0.1 -0.3 -0.0747
H -0.801 6.527 2.630 -0.1 -0.1 -0.1 0.0070
H -2.448 5.888 2.649 0.1 0.0 0.0 0.0623
H -0.396 5.522 0.399 -0.1 -0.1 -0.1 0.0857
H -1.749 6.650 0.354 -0.1 -0.1 -0.3 0.1019
H -2.295 4.610 -0.931 0.0 -0.2 0.0 0.1073
H -3.368 4.746 0.470 0.1 -0.1 0.1 0.1155
Br 5.627 5.623 1.972 0.1 0.0 -0.1 0.6235
C 6.096 7.512 1.888 -0.1 -0.2 0.2 -0.6863
C 5.204 8.253 0.925 0.1 0.2 -0.1 -0.6706
Br 5.714 7.900 -0.924 0.0 0.1 0.0 0.6584
H 7.151 7.567 1.627 -0.2 0.0 -0.1 0.0503
H 5.957 7.885 2.903 -0.1 0.0 -0.1 0.0622
H 5.316 9.331 1.049 0.0 -0.1 0.0 0.0598
H 4.153 7.989 1.021 0.1 0.0 0.1 0.0511
Cl -0.624 5.322 4.693 0.8 -0.2 2.5 -0.4524
```
Forces are in eV/Å.

As for the LUMO energy: -2.73 eV.

---

No. 2
Below is a molecular structure, CH2IOP, with properties calculated with wB97M-V/def2-TZVPD.

XYZ file:
```
6
Properties=species:S:1:pos:R:3:forces:R:3:lowdin_charge:R:1
C 0.602 0.248 0.478 0.4 0.0 -0.7 -1.2117
O 1.105 0.231 1.538 -0.2 0.0 0.7 -0.0535
P -0.462 -1.005 -0.308 0.1 0.5 -2.5 0.7730
I 1.276 1.633 -1.028 0.3 0.7 -0.3 0.6851
H -1.377 -0.987 0.677 -1.4 0.0 1.1 -0.1327
H -1.145 -0.120 -1.357 0.8 -1.1 1.7 -0.0603
```
Forces are in eV/Å.

As for the energy above the lowest of the compared OMol25 structures with the same formula, charge and spin: 55.16 kJ/mol. As for the LUMO energy: -0.05 eV.

---

What did the second record say?
Below is a molecular structure, CH2IOP, with properties calculated with wB97M-V/def2-TZVPD.

XYZ file:
```
6
Properties=species:S:1:pos:R:3:forces:R:3:lowdin_charge:R:1
C 0.602 0.248 0.478 0.4 0.0 -0.7 -1.2117
O 1.105 0.231 1.538 -0.2 0.0 0.7 -0.0535
P -0.462 -1.005 -0.308 0.1 0.5 -2.5 0.7730
I 1.276 1.633 -1.028 0.3 0.7 -0.3 0.6851
H -1.377 -0.987 0.677 -1.4 0.0 1.1 -0.1327
H -1.145 -0.120 -1.357 0.8 -1.1 1.7 -0.0603
```
Forces are in eV/Å.

As for the energy above the lowest of the compared OMol25 structures with the same formula, charge and spin: 55.16 kJ/mol. As for the LUMO energy: -0.05 eV.